# C16H24BIIrN6

A structure of composition C16H24BIIrN6 at a distorted geometry (ωB97M-V/def2-TZVPD, the Open Molecules 2025 dataset).

E_tot   -1379.34993 hartree
Net charge   +1
Energy above the lowest of the compared OMol25 structures with the same formula, charge and spin   92.5 kJ/mol
E_HOMO   -11.49 eV
Orbital gap   7.46 eV

The geometry in XYZ format:
```
49
Properties=species:S:1:pos:R:3:mulliken_charge:R:1
Ir 0.02129 -0.20293 0.08950 0.94
C -3.09031 0.31865 -1.30649 -1.44
C -2.61378 1.23803 -0.23614 0.87
C -3.23976 2.34325 0.33251 -1.31
C -2.35790 2.85282 1.27284 0.80
C -2.52651 4.02825 2.17428 -1.29
N -1.25372 2.09086 1.26970 0.48
N -1.41481 1.10057 0.34166 -0.10
B 0.08116 2.22443 2.06331 -0.83
N 0.28468 0.92071 2.81575 0.85
N 0.29602 -0.22585 2.09890 -0.57
C 0.46681 -1.25033 2.94535 0.68
C 0.49170 -2.67743 2.51804 -1.08
C 0.58898 -0.72816 4.23349 -1.28
C 0.46204 0.64339 4.11527 0.90
C 0.49024 1.68841 5.17775 -1.27
N 1.20549 2.33124 1.04285 0.81
N 1.28310 1.38981 0.07523 -0.47
C 2.27737 1.72581 -0.75773 0.74
C 2.62742 0.95322 -1.98258 -1.39
C 2.86172 2.90039 -0.28129 -1.26
C 2.15461 3.25923 0.85080 0.88
C 2.33434 4.44299 1.73951 -1.29
H -4.09979 0.58924 -1.60647 0.38
H -3.09676 -0.71473 -0.95910 0.28
H -2.44268 0.37761 -2.18185 0.27
H -4.21570 2.72716 0.08896 0.46
H -3.51252 4.46061 2.02362 0.36
H -1.77847 4.79425 1.96903 0.27
H -2.42954 3.73968 3.22070 0.27
H 0.07280 3.16081 2.79954 -0.07
H 0.42238 -2.76885 1.44003 0.07
H -0.34391 -3.21811 2.96290 0.30
H 1.41275 -3.15816 2.84562 0.31
H 0.73826 -1.28481 5.14292 0.49
H 0.62284 1.21383 6.14679 0.36
H -0.43727 2.26060 5.19668 0.27
H 1.30943 2.39089 5.02307 0.26
H 1.86845 0.21279 -2.21368 0.24
H 3.58245 0.44226 -1.86048 0.26
H 2.71858 1.63015 -2.83140 0.38
H 3.68592 3.43277 -0.72474 0.48
H 3.17929 5.03132 1.39047 0.36
H 2.52463 4.14018 2.76907 0.26
H 1.44822 5.07801 1.73634 0.27
I 1.80731 -2.36621 -0.92609 0.10
C -0.23435 -1.81275 -1.20886 -1.08
H -0.87729 -2.61028 -0.84285 0.55
H -0.43516 -1.63379 -2.26107 0.55
```

---

# C63H98HfN6O17

A structure of composition C63H98HfN6O17 at a distorted geometry (ωB97M-V/def2-TZVPD, the Open Molecules 2025 dataset).

E_tot   -4113.95689 hartree
Net charge   +2
E_HOMO   -11.49 eV
Orbital gap   4.81 eV

The geometry in XYZ format:
```
185
Properties=species:S:1:pos:R:3:mulliken_charge:R:1
Hf -4.16074 0.20997 1.22527 1.85
C -2.16823 4.34028 3.02257 -1.52
C -1.36571 3.04752 3.06252 1.54
C -0.03546 3.40127 3.75232 -1.37
C -0.10078 3.35619 5.28133 -0.94
C -0.62367 1.99440 5.76673 -0.81
C -1.99951 1.69800 5.12733 1.24
N -1.92183 1.82045 3.67203 1.59
O -2.98739 1.28110 3.02381 -1.07
C -3.05205 2.61331 5.77422 -1.59
C -2.36849 0.24070 5.52446 -1.32
C -0.86685 2.69398 1.62637 -0.17
H -3.24468 4.27902 2.83984 -0.07
H -1.66840 5.06533 2.38219 0.39
H -2.21272 4.84738 3.99151 0.49
H 0.35645 4.37383 3.45363 0.59
H 0.75681 2.68990 3.50656 0.07
H -0.78249 4.10481 5.68611 0.37
H 0.89755 3.47328 5.70227 0.59
H -0.68508 1.98636 6.85559 0.57
H 0.10365 1.20817 5.54481 -0.30
H -4.02064 2.50228 5.28039 0.28
H -2.80491 3.66644 5.64846 0.32
H -3.20561 2.38578 6.82747 0.43
H -3.29813 -0.18927 5.15437 0.42
H -2.45215 0.17118 6.61152 0.53
H -1.54236 -0.43731 5.29524 -0.34
H -0.58854 3.61191 1.10568 0.66
H -1.63777 2.19398 1.04243 -1.21
H 0.02850 2.07656 1.63627 -0.24
C 0.16267 -2.37502 0.93818 -0.30
C 0.28027 -0.86813 1.24936 2.13
C 1.78887 -0.49569 1.17654 0.55
C 2.30220 -0.41610 -0.24757 0.55
C 1.41689 0.53824 -1.02512 -1.04
C -0.11581 0.13103 -1.02722 2.20
N -0.53179 -0.04919 0.36348 0.49
O -1.90519 -0.18419 0.53174 4.98
C -0.21074 -1.05143 -1.99156 -0.42
C -0.75813 1.36948 -1.62588 -0.59
C -0.08551 -0.66342 2.72727 0.60
H 0.88456 -2.73549 0.20713 -0.20
H -0.85024 -2.57170 0.58496 -0.80
H 0.35229 -2.87769 1.88768 -0.29
H 2.37984 -1.22122 1.73800 -1.40
H 1.91723 0.47379 1.66638 0.67
H 2.24546 -1.40223 -0.71778 -0.67
H 3.34798 -0.12380 -0.33679 -0.95
H 1.76032 0.49372 -2.06141 0.09
H 1.50857 1.56423 -0.66689 0.15
H -0.18620 -0.70170 -3.02537 0.23
H -1.20159 -1.51619 -1.95487 -1.52
H 0.50166 -1.85588 -1.82212 -0.06
H -0.38378 2.28790 -1.17125 -0.23
H -1.84800 1.38130 -1.60084 -0.80
H -0.50501 1.43210 -2.68677 0.62
H -0.14316 0.39425 2.99916 -0.45
H 0.53241 -1.14618 3.48378 -0.88
H -1.11989 -0.95360 2.94299 -0.68
C 3.68403 -3.93061 -3.65956 -0.40
C 2.61278 -3.06835 -3.84247 -0.65
C 2.83691 -1.70981 -3.70515 0.84
C 4.08624 -1.20367 -3.37056 -0.59
C 5.12780 -2.10997 -3.17116 -0.36
C 4.94378 -3.48066 -3.28701 -1.09
N 4.40962 0.23096 -3.32523 1.20
O 3.58341 0.99422 -3.79681 -0.67
O 5.46627 0.59914 -2.86200 -0.63
H 3.61356 -5.01033 -3.72283 0.45
H 1.61865 -3.40353 -4.10081 0.77
H 2.02665 -1.02031 -3.90169 0.23
H 6.07869 -1.73838 -2.81151 0.52
H 5.76112 -4.16542 -3.11988 0.46
C 6.46760 1.98873 -0.57643 -0.04
C 7.33297 2.56793 0.32365 -1.00
C 7.52850 1.94664 1.54587 -0.19
C 6.82442 0.80564 1.90322 -0.34
C 5.84025 0.33889 1.03176 0.05
C 5.72812 0.85841 -0.26275 0.48
N 7.06839 0.15383 3.21773 1.00
O 6.24089 -0.58215 3.70673 -0.59
O 8.12970 0.43097 3.74296 -0.58
H 6.42116 2.51190 -1.52270 0.37
H 7.86584 3.46576 0.04854 0.44
H 8.27886 2.44086 2.14869 0.43
H 5.21921 -0.51083 1.28492 0.45
H 5.02665 0.42980 -0.96115 -0.34
C 0.43877 -6.61602 0.21133 -0.37
C 1.14454 -5.76934 -0.61290 -0.24
C 0.44451 -5.12661 -1.65441 0.16
C -0.92134 -5.30155 -1.79048 -0.18
C -1.61687 -6.17848 -0.95291 -0.40
C -0.91892 -6.84758 0.02113 -0.76
N -1.61337 -4.67751 -2.93169 1.16
O -2.80435 -4.86333 -3.07322 -0.67
O -0.94322 -3.99790 -3.68927 -0.61
H 0.93397 -7.09527 1.04510 0.40
H 2.21356 -5.65153 -0.51955 0.50
H 1.01994 -4.50721 -2.32668 -0.05
H -2.65477 -6.38311 -1.17706 0.50
H -1.56853 -7.40877 0.68038 0.42
C 2.19673 -0.93398 5.58128 -0.73
C 1.52931 -2.13473 5.86422 -0.76
C 1.54295 -3.18792 4.93836 -0.37
C 2.30016 -3.05770 3.77577 -0.43
C 3.06714 -1.91824 3.57375 -0.19
C 2.99466 -0.85367 4.44436 -0.19
N 2.23324 -4.06589 2.74654 1.19
O 2.89624 -3.93972 1.72575 -0.62
O 1.60224 -5.09612 2.93649 -0.68
H 2.19267 -0.15739 6.33365 0.54
H 0.88717 -2.19014 6.73163 0.49
H 0.86924 -4.02641 5.04308 0.66
H 3.76243 -1.88327 2.74637 0.95
H 3.44468 0.07061 4.10902 0.50
C 1.81643 4.32254 -1.66212 -0.56
C 3.29476 4.04713 -1.51953 0.67
O 3.79606 4.06094 -0.41662 -0.64
C 4.06052 3.66125 -2.74782 -0.26
H 1.64918 5.21017 -2.27165 0.76
H 1.38235 4.43396 -0.66876 0.12
H 1.35492 3.42220 -2.07743 -0.02
H 5.02518 4.15830 -2.64420 0.46
H 3.59850 3.84058 -3.71402 0.19
H 4.22489 2.59498 -2.56891 -0.31
C -2.69136 -3.01280 4.24190 -0.71
C -3.00098 -2.92617 2.75565 0.54
O -3.44915 -1.91308 2.22670 -0.59
C -2.60564 -4.09477 1.91423 -0.53
H -1.82921 -3.63896 4.45661 0.23
H -3.58699 -3.29408 4.79956 0.46
H -2.49144 -2.00715 4.60845 -0.17
H -2.80510 -3.98779 0.85065 -0.38
H -3.15699 -4.96409 2.28088 0.75
H -1.52991 -4.26040 1.99144 0.00
C -5.05379 4.61857 0.51970 -1.47
C -3.96083 3.64888 0.18638 0.43
O -4.04982 2.44430 0.45933 -0.58
C -2.78540 4.24430 -0.48618 -1.07
H -5.02448 5.47474 -0.15102 0.45
H -4.97523 4.95378 1.55637 0.28
H -6.06135 4.20272 0.46861 0.40
H -2.01031 3.50987 -0.70447 -0.15
H -2.29651 4.99148 0.13858 0.48
H -3.08177 4.62173 -1.46716 0.80
C -6.80580 -3.27806 -0.48299 -1.49
C -5.45002 -2.68605 -0.48031 -0.15
O -5.21167 -1.72865 0.25170 -0.88
C -4.35334 -3.36851 -1.26919 -0.02
H -6.76935 -4.30713 -0.12144 0.35
H -7.25385 -3.26765 -1.47725 0.38
H -7.43669 -2.71621 0.20399 0.43
H -3.38272 -2.90207 -1.10180 -0.70
H -4.56179 -3.46557 -2.33065 0.90
H -4.29362 -4.34286 -0.77706 0.58
C -1.36058 4.28337 -3.91896 -0.30
C -0.31601 4.89844 -4.84087 0.09
O -0.63247 5.75519 -5.62879 -0.59
C 1.07273 4.31139 -4.69302 0.97
H -2.30997 4.30229 -4.45596 0.52
H -1.43813 5.03556 -3.13020 0.32
H -1.12256 3.26151 -3.63619 -0.21
H 1.39447 4.36534 -3.65408 -1.00
H 1.75304 4.81188 -5.38093 0.58
H 1.01723 3.28303 -5.05288 -0.48
C 0.55197 0.43950 -6.37599 -0.69
C -0.92748 0.37940 -6.05927 0.86
O -1.42391 1.14482 -5.25705 -0.37
C -1.70613 -0.71114 -6.75262 -1.49
H 1.01172 1.24612 -5.80878 -0.26
H 0.69157 0.66335 -7.43466 0.53
H 1.05992 -0.48939 -6.11796 0.23
H -1.69978 -0.45992 -7.81539 0.46
H -2.73774 -0.84947 -6.43981 0.37
H -1.12807 -1.62495 -6.60432 0.35
C -4.04710 1.66929 -3.02834 0.03
C -3.95519 0.30467 -2.45822 0.21
O -4.02531 0.19144 -1.23357 -0.36
C -3.60236 -0.84131 -3.38893 0.64
H -5.11172 1.90113 -3.09595 0.52
H -3.49301 1.78866 -3.96062 0.08
H -3.50356 2.38528 -2.41079 -0.57
H -3.16615 -1.67596 -2.84866 -0.75
H -2.93843 -0.43623 -4.14952 -0.69
H -4.52443 -1.22848 -3.83080 0.67
```